The following is a DFT calculation (ωB97M-V/def2-TZVPD) of a molecular structure, C3Br2ClFO.

The calculation puts the total energy at -5897.39902 Eh. The calculation puts the frontier orbital gap (spin up / spin down) at 7.205 / 7.205 eV. As for the molar mass: 266.3 g mol⁻¹. As for the energy relative to the best compared isomer or geometry (same formula, charge and spin): 139.3 kcal per mole. The calculation puts the highest occupied orbital energy (spin up / spin down) at -0.339 / -0.339 Eh.

Atoms and positions in Å:
C1 -0.886 0.535 -0.871
C2 2.034 0.525 -0.280
C3 -1.248 -0.130 0.396
O1 -0.896 -1.095 0.922
F1 -1.858 0.795 1.225
Cl1 -1.416 0.003 -2.218
Br1 2.055 -1.250 -0.764
Br2 2.215 0.618 1.590